Entry 1:
35
Properties=species:S:1:pos:R:3:lowdin_charge:R:1 method="wB97M-V/def2-TZVPD" e_homo_ev=-9.64 homo_lumo_gap_ha=0.3219 smiles=CCOCCOc1nnc(CCOCC)nn1
C 4.53188 -1.99679 1.36927 -0.111
C 5.33710 -1.16078 0.17383 -0.247
O 4.47088 -1.07230 -1.01171 -0.226
C 4.24054 0.34499 -1.34935 -0.164
C 3.18333 1.10850 -0.31685 -0.157
O 2.31358 1.95049 -1.15228 -0.137
C 0.88355 1.83516 -0.69449 -0.204
N 0.30566 0.53995 -0.90839 0.095
N -0.93312 0.44400 -0.50639 0.083
C -1.47249 1.65868 0.02064 -0.192
C -3.08476 1.55341 0.47220 -0.110
C -3.48019 0.12594 1.16136 -0.219
O -3.50385 -1.03564 0.26779 -0.227
C -4.57280 -0.97321 -0.73507 -0.265
C -5.98286 -1.69220 -0.30904 -0.109
N -0.89625 2.95178 0.23079 0.052
N 0.35773 3.04111 -0.12301 0.084
H 4.42121 -1.31288 2.33571 0.078
H 5.11459 -2.96782 1.69919 0.073
H 3.47552 -2.34045 0.96025 0.089
H 6.27398 -1.81510 -0.12284 0.127
H 5.65089 -0.10756 0.61799 0.126
H 5.25403 0.93085 -1.34626 0.126
H 3.83207 0.39318 -2.46118 0.147
H 3.84092 1.85833 0.33704 0.139
H 2.60450 0.36736 0.38534 0.135
H -3.31298 2.39472 1.28786 0.127
H -3.71357 1.85007 -0.47167 0.108
H -4.54317 0.25837 1.68887 0.137
H -2.71610 -0.05650 2.06024 0.145
H -4.83283 0.09543 -1.13252 0.110
H -4.17132 -1.57884 -1.68288 0.135
H -5.79195 -2.30384 0.67017 0.088
H -6.79565 -0.85452 -0.22156 0.075
H -6.28806 -2.43386 -1.19307 0.088

***

Entry 2:
9
Properties=species:S:1:pos:R:3:lowdin_charge:R:1 method="wB97M-V/def2-TZVPD" e_homo_ev=-9.55 homo_lumo_gap_ha=0.3376 smiles=c1cnnnc1
C 0.79208 -0.28171 0.24581 -0.036
C -0.14461 -1.02676 -0.45667 -0.118
N -0.73076 -0.26730 -1.40237 0.019
N -1.20039 0.92176 -1.05159 -0.054
N -0.79400 1.46689 0.05881 -0.009
C 0.09194 0.78486 0.81155 -0.130
H 1.70359 -0.70196 0.66906 0.107
H -0.03565 -2.09074 -0.67148 0.112
H 0.31779 1.19495 1.79687 0.110

***

Entry 3:
14
Properties=species:S:1:pos:R:3:lowdin_charge:R:1 method="wB97M-V/def2-TZVPD" e_homo_ev=-9.82 homo_lumo_gap_ha=0.3917
C 1.40048 -0.48106 0.99306 -0.094
C 0.57396 -1.20738 -0.02773 -0.159
C -0.65035 -0.88496 -0.44628 -0.112
C -1.45586 0.29055 0.05127 -0.208
N -1.22260 1.50786 -0.70413 0.117
C -0.27510 2.02973 -1.23578 -0.325
O 0.56722 2.63604 -1.78958 0.140
H 1.64250 -1.13590 1.83844 0.077
H 2.35275 -0.16499 0.55123 0.080
H 0.90523 0.41245 1.38404 0.065
H 1.04749 -2.08061 -0.47659 0.100
H -1.11580 -1.48650 -1.22490 0.100
H -1.24582 0.49506 1.10673 0.109
H -2.52412 0.06973 -0.01978 0.109

***

Entry 4:
106
Properties=species:S:1:pos:R:3:lowdin_charge:R:1 method="wB97M-V/def2-TZVPD" charge=+5 e_homo_ev=-18.67 homo_lumo_gap_ha=0.0639
Sn -1.01873 1.39699 2.63900 1.644
Sn -1.14448 -3.72686 -2.00273 1.707
Sn 1.62619 -2.58044 1.83996 1.580
Sn -2.81788 -3.41325 2.17243 1.690
P -1.26829 -1.02878 0.28582 -0.092
O -1.05738 -1.24290 1.85642 -0.722
O -0.00833 -1.64863 -0.40824 -0.591
O -1.29295 0.45411 0.01221 -0.409
O -2.55342 -1.83173 -0.11070 -0.547
C -7.15653 -2.61743 -1.52325 -0.028
C -5.89563 -1.78815 -1.40600 -0.390
C -5.81134 -1.24167 0.04060 -0.072
O -4.72569 -2.67475 -1.42586 -0.130
H -7.04299 -3.53280 -2.10103 0.093
H -7.90559 -2.00634 -2.03011 0.103
H -7.58333 -2.88579 -0.55840 0.088
H -5.77264 -0.92396 -2.05703 0.146
H -5.56732 -1.99340 0.81497 0.051
H -6.75583 -0.82914 0.40647 0.100
H -5.02219 -0.48857 0.15269 0.060
H -3.93523 -2.16988 -1.21285 -0.028
C -1.71793 5.27466 -0.76732 -0.016
C -2.69665 4.09015 -0.81826 -0.352
C -2.66175 3.42688 -2.21239 -0.231
O -3.33665 4.14248 -3.19292 -0.147
C -4.74070 4.01270 -3.15713 -0.070
N -2.15993 3.07642 0.13030 0.022
H -0.70201 4.94547 -0.54380 0.066
H -2.07731 5.93804 0.01967 0.093
H -1.69921 5.87639 -1.67395 0.102
H -3.71093 4.36022 -0.53505 0.140
H -3.03980 2.39074 -2.21416 0.117
H -1.61462 3.40723 -2.53511 0.131
H -5.26462 4.60723 -3.89914 0.108
H -5.12467 4.30183 -2.17369 0.088
H -5.02152 2.96938 -3.35945 0.090
H -2.61547 2.17276 0.04885 0.020
H -1.23340 2.89216 -0.25437 0.019
C -0.27889 -3.83353 4.75379 -0.048
C 0.08713 -2.35939 4.57404 -0.446
C -0.14754 -1.46855 5.80136 -0.170
O -0.28948 -0.13789 5.32470 -0.323
C -0.87545 0.78586 6.27887 -0.050
N 1.53793 -2.27707 4.23015 -0.049
H -1.28621 -3.94354 5.16496 0.096
H 0.37402 -4.41136 5.40534 0.118
H -0.29742 -4.25619 3.73779 0.033
H -0.55641 -1.85636 3.83849 0.062
H 0.73911 -1.37791 6.44042 0.154
H -0.97011 -1.85007 6.41410 0.151
H -1.96030 0.84479 6.16063 0.100
H -0.41827 1.76061 6.12564 0.100
H -0.68567 0.41408 7.28525 0.111
H 2.08418 -2.97283 4.73705 0.117
H 1.90731 -1.36874 4.51787 0.117
C 2.59001 3.16128 1.49297 -0.044
C 1.72153 2.71816 0.34454 -0.439
C 2.32008 3.25065 -0.96497 -0.222
O 2.33279 4.65013 -0.92804 -0.184
C 3.15343 5.21710 -1.93845 -0.071
N 1.53197 1.26336 0.32916 0.078
H 2.17752 3.14483 2.51472 0.071
H 2.90166 4.18755 1.30762 0.102
H 3.47211 2.52932 1.65218 0.089
H 0.72771 3.17520 0.43637 0.103
H 1.80829 2.82386 -1.84138 0.120
H 3.37132 2.93158 -1.08088 0.138
H 2.84984 4.90379 -2.94552 0.097
H 4.23344 5.10047 -1.82570 0.102
H 2.91573 6.28147 -1.93650 0.104
H 1.01548 0.81592 -0.41699 0.017
H 2.45740 0.83716 0.23976 0.078
C 6.31343 -2.68284 2.59845 -0.009
C 4.92562 -2.43582 1.98070 -0.424
C 5.02409 -2.21883 0.49457 -0.174
O 3.70698 -1.83534 0.15443 -0.345
C 3.40511 -1.83749 -1.25058 -0.055
N 3.94966 -3.52163 2.27182 -0.024
H 6.24688 -3.03279 3.63006 0.095
H 6.93685 -1.79224 2.58052 0.109
H 6.80352 -3.48895 2.04485 0.106
H 4.62124 -1.47763 2.42149 0.143
H 5.23774 -3.14730 -0.05103 0.152
H 5.77376 -1.48727 0.19055 0.163
H 2.44577 -1.35835 -1.44812 0.063
H 3.38243 -2.88219 -1.57144 0.096
H 4.14733 -1.22756 -1.76935 0.122
H 4.22714 -4.35344 1.74942 0.122
H 4.13353 -3.75780 3.24795 0.101
C -0.26552 0.86391 -4.94927 -0.017
C -0.13472 -0.29945 -3.94524 -0.408
C 0.81179 -1.32040 -4.50556 -0.155
O 0.89151 -2.56684 -3.76603 -0.347
C 1.90278 -3.45261 -4.23831 -0.079
N 0.37924 0.30416 -2.68918 0.043
H -0.23571 0.49152 -5.97866 0.093
H 0.46296 1.65434 -4.82931 0.096
H -1.31913 1.15431 -4.93285 0.091
H -1.11722 -0.71268 -3.62642 0.136
H 1.84258 -0.94407 -4.51054 0.157
H 0.56550 -1.54905 -5.54535 0.146
H 1.81820 -3.69969 -5.29536 0.119
H 1.81109 -4.40333 -3.70122 0.087
H 2.90793 -3.12600 -3.96600 0.098
H 0.34888 -0.48655 -2.03747 -0.007
H -0.36866 0.83479 -2.23335 0.059